# 1
A molecular structure, C40H56BGeN10O4Sr, computed with the ωB97M-V functional and the def2-TZVPD basis.

Geometry as XYZ:
```
113
Properties=species:S:1:pos:R:3:forces:R:3
Sr 0.51419 0.14695 0.11963 0.4821 -0.1530 -0.3732
C -2.36645 -3.13660 1.84782 -0.0254 -0.0281 -0.0053
C -2.00392 -1.94162 1.22719 -0.0357 0.0481 -0.0233
N -0.71092 -1.93785 0.92517 -0.1383 0.0454 0.0414
N -0.21907 -3.13087 1.32476 0.0581 0.0258 -0.0334
C -1.19525 -3.86545 1.88910 0.0282 -0.0163 0.0166
B 1.30897 -3.34534 1.16908 -0.0620 -0.0081 -0.0203
N 2.03088 -2.36232 2.13419 -0.0303 -0.0001 0.0263
C 2.61107 -2.64531 3.31696 0.0356 -0.0008 -0.0139
C 3.08464 -1.47236 3.86294 -0.0263 -0.0236 0.0314
C 2.71831 -0.49878 2.93321 0.0246 0.0682 -0.0118
N 2.06893 -1.03245 1.90402 0.0773 -0.0695 -0.0633
N 1.72987 -3.09250 -0.31794 0.0153 -0.0182 0.0135
C 2.01604 -4.07982 -1.19375 0.0065 0.0011 0.0218
C 2.27656 -3.51647 -2.42143 0.0186 0.0013 -0.0199
C 2.11936 -2.14672 -2.20523 0.0256 0.0456 0.0110
N 1.78794 -1.89101 -0.94429 -0.1258 0.0149 0.1428
N 1.73469 -4.76926 1.50206 0.0071 -0.0073 0.0067
C 3.01623 -5.21169 1.60738 -0.0213 -0.0090 -0.0256
C 3.00298 -6.57940 1.53710 0.0098 0.0292 0.0305
C 1.64253 -6.90042 1.36817 -0.0050 0.0348 0.0057
N 0.89025 -5.81657 1.33173 -0.0175 -0.0253 -0.0202
H -3.33602 -3.44174 2.19889 -0.0184 -0.0029 0.0012
H -2.60650 -1.08244 0.97575 -0.0031 -0.0174 0.0226
H -0.98906 -4.85633 2.24800 -0.0072 -0.0175 0.0132
H 2.65065 -3.65272 3.69020 0.0136 -0.0350 0.0040
H 3.60800 -1.34629 4.79323 0.0107 0.0045 0.0255
H 2.87371 0.56748 2.97886 0.0032 -0.0120 -0.0078
H 2.01528 -5.11192 -0.88785 0.0012 -0.0261 -0.0111
H 2.54763 -4.02211 -3.33035 -0.0033 -0.0092 -0.0227
H 2.23390 -1.33239 -2.90461 -0.0018 -0.0129 -0.0207
H 3.83929 -4.52423 1.70170 0.0299 0.0223 0.0074
H 3.84381 -7.24594 1.60330 0.0188 -0.0247 0.0030
H 1.18472 -7.87178 1.27568 -0.0079 -0.0203 -0.0024
C -0.08183 2.23325 4.21559 0.0011 -0.0095 0.0197
C -0.95653 1.21660 3.50094 0.0229 0.0649 -0.0436
C -2.43482 1.48360 3.75692 0.0390 -0.0212 0.0050
C -0.61814 -0.20085 3.92900 0.0092 0.0128 -0.0133
O -0.66400 1.35155 2.06481 -0.1981 -0.0781 0.1257
Ge -1.62830 2.49160 1.05513 0.0192 0.1241 0.1586
O -0.25680 2.91590 -0.03954 -0.2049 0.0245 -0.1087
C -0.32762 4.13523 -0.85100 0.0336 0.0403 0.1335
C -1.28263 5.13906 -0.20694 0.0276 -0.0072 -0.0705
C 1.07457 4.71602 -0.87814 -0.0085 0.0652 0.0021
C -0.79974 3.79888 -2.25813 -0.0308 -0.0330 0.0071
O -2.66320 1.35202 0.15880 0.0473 0.1479 0.0270
C -4.04967 1.55135 -0.23143 -0.0403 -0.1496 -0.0093
C -4.08455 2.07989 -1.65600 -0.0235 0.0303 0.0462
C -4.74400 2.52416 0.71360 0.0151 -0.0492 0.0017
C -4.69457 0.17515 -0.14424 -0.0433 0.0191 -0.0663
H -0.23203 2.17868 5.29402 -0.0051 0.0021 0.0102
H 0.96980 2.03762 4.00455 0.0078 0.0001 0.0004
H -0.32068 3.24799 3.88861 0.0017 0.0182 -0.0048
H -2.66875 1.30329 4.80599 0.0073 -0.0043 0.0100
H -2.70436 2.52370 3.54422 -0.0058 0.0205 -0.0174
H -3.05275 0.81575 3.15430 -0.0182 -0.0124 -0.0225
H -0.74534 -0.28348 5.00920 -0.0024 0.0070 0.0081
H -1.27723 -0.92138 3.45058 -0.0216 -0.0368 -0.0198
H 0.41190 -0.45321 3.68980 -0.0309 0.0124 0.0072
H -1.02100 5.32719 0.83639 0.0140 -0.0075 0.0137
H -1.23549 6.08863 -0.74097 0.0102 -0.0025 0.0027
H -2.32033 4.79692 -0.26548 -0.0434 -0.0180 0.0159
H 1.38515 5.02621 0.12030 0.0188 -0.0009 0.0112
H 1.77816 3.98172 -1.26654 0.0226 -0.0243 -0.0054
H 1.10147 5.58908 -1.53193 -0.0007 -0.0011 -0.0037
H -1.16596 4.69780 -2.75572 0.0038 0.0170 -0.0066
H 0.00853 3.39345 -2.85912 0.0213 -0.0488 0.0010
H -1.60892 3.07069 -2.22367 -0.0095 0.0085 -0.0229
H -3.71236 3.10405 -1.69435 0.0192 0.0384 -0.0320
H -3.47362 1.45693 -2.30733 0.0351 -0.0535 -0.0417
H -5.10606 2.08279 -2.03657 -0.0219 -0.0053 0.0028
H -4.30450 3.52345 0.64986 0.0223 0.0155 0.0050
H -5.79733 2.61521 0.44878 -0.0113 -0.0032 -0.0154
H -4.68702 2.17316 1.74467 0.0081 -0.0032 0.0276
H -4.17158 -0.53805 -0.78461 -0.0013 0.0353 0.0474
H -4.68049 -0.18899 0.88379 -0.0008 -0.0102 0.0119
H -5.73300 0.22741 -0.47268 -0.0209 -0.0005 0.0063
C -3.72954 -3.77261 -2.38354 0.0111 -0.0003 -0.0012
C -4.05711 -2.58630 -3.02930 0.0206 0.0143 0.0108
C -3.13052 -1.56004 -3.11160 0.0204 -0.0121 -0.0115
C -1.88361 -1.72237 -2.51746 0.0324 -0.0586 -0.0537
C -1.54744 -2.90694 -1.87691 0.0451 0.0410 0.0203
C -2.47124 -3.93779 -1.82152 -0.0232 0.0051 0.0082
N -0.87801 -0.70332 -2.57398 -0.0329 0.0387 0.0659
N -0.84433 -0.11931 -3.66612 -0.0721 0.0718 -0.1234
C 0.18818 0.84338 -3.79349 0.0294 -0.1711 0.2636
C 0.27524 1.57429 -4.97256 0.0522 0.0454 -0.0295
C 1.32811 2.46321 -5.15867 -0.0471 0.0179 -0.0220
C 2.30698 2.62036 -4.18989 0.0525 -0.0266 0.0185
C 2.24697 1.89177 -2.99329 -0.0933 0.0472 -0.1593
C 1.17556 1.06251 -2.85321 0.1277 -0.0039 0.0087
H -4.45501 -4.57295 -2.32783 -0.0110 -0.0087 0.0023
H -5.03436 -2.46528 -3.47685 -0.0131 0.0057 -0.0074
H -3.35924 -0.64208 -3.63479 -0.0126 0.0351 0.0084
H -0.55964 -3.02142 -1.45366 -0.0086 0.0015 0.0172
H -2.20717 -4.86545 -1.33207 0.0096 -0.0124 0.0061
H -0.47695 1.42202 -5.73587 -0.0187 -0.0191 0.0055
H 1.39316 3.02900 -6.07764 -0.0069 -0.0058 -0.0159
H 3.13110 3.30158 -4.35928 0.0071 0.0082 0.0180
H 3.00036 2.00206 -2.22739 0.0265 0.0047 0.0403
C 4.68965 2.72568 0.15501 -0.0171 0.0316 -0.0003
C 5.31049 1.33319 0.02240 0.0130 -0.0181 -0.0118
C 4.10528 0.42088 -0.22572 -0.0102 -0.0286 -0.0289
O 2.93027 1.20157 0.11314 -0.1108 0.0165 -0.0031
C 3.35373 2.39358 0.78799 0.0504 0.0096 0.0341
H 4.53867 3.18567 -0.82460 -0.0049 0.0043 0.0019
H 5.28729 3.40481 0.76020 0.0013 0.0001 0.0054
H 5.81204 1.05714 0.95019 -0.0074 -0.0001 0.0066
H 6.04118 1.27060 -0.78158 0.0000 -0.0061 0.0020
H 4.11422 -0.47879 0.38755 -0.0034 -0.0020 -0.0084
H 4.00306 0.12266 -1.26970 0.0096 0.0069 0.0044
H 3.47940 2.19558 1.85837 0.0003 0.0068 -0.0244
H 2.57565 3.13936 0.65753 -0.0167 0.0335 -0.0010
```
Forces are in eV/Å.

Kohn-Sham gap (alpha / beta) = 0.2659 / 0.2378 hartree
relative energy (zero: lowest compared OMol25 entry of this formula, charge and spin) = 2.479 eV
HOMO energy (alpha / beta) = -11.0083 / -11.0086 eV
total energy = -123506.7769 eV
net charge = +1

---

# 2
A molecular structure, C41H26Cl7F6N7O3PSTc, computed with the ωB97M-V functional and the def2-TZVPD basis.

Geometry as XYZ:
```
93
Properties=species:S:1:pos:R:3:forces:R:3
Tc -0.43336 1.87721 -1.78901 -0.3572 -0.0348 0.2215
C 1.83113 -8.80083 6.98239 0.0175 -0.0344 0.0014
O 1.15554 -7.58793 7.26910 0.0259 -0.0288 0.0462
C 1.10025 -6.65281 6.29573 -0.0510 0.0752 -0.0133
C 1.62005 -6.81696 5.01596 0.0396 -0.0708 -0.0226
C 1.50330 -5.79217 4.09234 -0.0388 0.1000 0.0168
C 0.87298 -4.59496 4.41853 0.0323 -0.1470 0.1326
C 0.34926 -4.44615 5.70617 0.0243 -0.0010 -0.0673
C 0.46325 -5.45797 6.63416 -0.0233 -0.0121 0.0497
C 0.78104 -3.55118 3.40260 -0.0290 0.1589 -0.2007
N 1.04846 -3.72158 2.12870 0.0642 -0.1623 -0.0684
C 0.85115 -2.50171 1.54588 -0.1388 0.2028 0.4284
C 0.45535 -1.57114 2.47821 0.1003 -0.2164 -0.2094
N 0.41034 -2.25534 3.66599 0.0069 -0.0604 0.0599
C 0.09557 -0.24256 2.12776 0.0035 0.1125 -0.2464
C -0.43678 0.69293 3.02980 -0.0534 0.2066 -0.0380
C -0.86946 1.90481 2.56749 0.0600 -0.1315 0.1715
C -0.83600 2.13827 1.19276 0.1785 0.0546 -0.0689
N -0.32396 1.28132 0.33159 0.1555 0.1867 -0.0546
C 0.22163 0.12674 0.77027 -0.0508 0.0808 0.3958
C 0.83984 -0.78367 -0.16723 0.0150 -0.1903 -0.0751
N 1.23767 -0.38733 -1.41433 0.0383 -0.2159 -0.0863
C 1.62300 -1.28283 -2.33194 0.0140 0.2456 0.0099
C 1.72279 -2.62910 -2.05125 0.0384 -0.1557 0.0929
C 1.48511 -3.05217 -0.76507 0.0452 -0.0599 -0.1899
C 1.05590 -2.12965 0.18595 -0.0444 0.1318 -0.0456
H 1.79944 -9.38430 7.89753 -0.0029 -0.0011 -0.0023
H 2.87234 -8.61697 6.70592 -0.0143 -0.0021 0.0091
H 1.33330 -9.35554 6.18292 -0.0019 0.0274 0.0068
H 2.11509 -7.73381 4.72850 -0.0173 0.0348 0.0063
H 1.90664 -5.91359 3.09690 -0.0007 0.0083 -0.0152
H -0.17447 -3.54237 5.99654 0.0169 0.0026 -0.0217
H 0.05779 -5.35285 7.63203 0.0062 -0.0018 -0.0267
H 0.19835 -1.88002 4.57233 -0.0060 0.0118 0.0300
H -0.51045 0.44769 4.08219 -0.0075 0.0070 -0.0046
H -1.28212 2.65690 3.22358 0.0111 -0.0063 0.0032
H -1.26399 3.04185 0.78041 0.0315 0.0145 -0.0060
H 1.89442 -0.85106 -3.28159 -0.0076 0.0346 -0.0399
H 2.03200 -3.30684 -2.83353 -0.0136 0.0100 0.0145
H 1.61224 -4.08373 -0.46346 0.0031 0.0240 -0.0120
N 1.32734 0.95977 -1.79292 -0.1803 0.0044 0.0318
C 2.65340 1.35691 -2.03498 0.4346 0.0880 -0.1531
C 3.74848 0.69807 -1.45886 -0.1577 0.0763 -0.1027
C 5.03769 1.14471 -1.70063 0.0321 -0.0288 0.0201
C 5.26625 2.25106 -2.50136 0.0671 0.0364 -0.0182
C 4.18300 2.91662 -3.05610 -0.0062 0.0134 0.0055
C 2.89106 2.47670 -2.83543 -0.0052 -0.1314 0.1164
H 3.60719 -0.14908 -0.79864 -0.0279 -0.0167 -0.0002
H 5.86986 0.62482 -1.24119 -0.0168 0.0125 -0.0050
H 6.27516 2.60038 -2.67861 -0.0215 -0.0073 0.0055
H 4.34013 3.80031 -3.66241 -0.0095 -0.0248 0.0095
H 2.05809 3.02622 -3.24351 0.0190 0.0043 0.0085
Cl -2.39286 -3.16931 -3.00634 -0.0155 -0.1376 -0.0323
C -2.79001 -1.45282 -3.13398 0.1466 0.0655 0.1782
Cl -4.50763 -1.14739 -2.83379 -0.0495 0.0343 -0.0141
C -1.96809 -0.66046 -2.10688 0.1536 0.2532 0.2649
O -1.97907 -0.95169 -0.92482 0.0794 -0.0182 -0.3401
O -1.31398 0.30538 -2.66871 -0.1278 -0.3516 -0.1612
H -2.56073 -1.13155 -4.14030 -0.0040 0.0274 -0.0737
Cl 0.56076 0.70364 -5.03071 0.0989 -0.2103 0.0660
C 0.18166 2.38954 -4.89145 -0.1152 0.0875 0.1235
C -0.28538 2.90422 -3.67488 -0.1228 0.0676 -0.1592
C -0.64067 4.26388 -3.72265 -0.0258 -0.2335 -0.0303
Cl -1.40980 4.98538 -2.35426 -0.1678 0.0845 0.0759
C -0.47609 5.06682 -4.84761 0.0661 -0.0361 -0.1057
Cl -0.92637 6.72525 -4.82812 -0.0005 0.0447 0.0041
C 0.03696 4.50905 -6.01681 -0.0309 -0.0051 0.0597
Cl 0.24538 5.47903 -7.41921 0.0149 0.0156 -0.0257
C 0.35017 3.15398 -6.04642 -0.0115 0.1191 0.0715
Cl 0.94488 2.45672 -7.50079 0.0274 -0.0322 -0.0730
N -3.38710 2.63569 -3.76451 0.1123 -0.0558 -0.0129
C -3.74758 2.55536 -2.48002 -0.0616 0.1098 0.1510
N -2.99975 2.08694 -1.51361 0.2262 0.0536 -0.3040
C -3.77726 1.90108 -0.36659 -0.1601 0.0649 0.1474
C -3.43879 1.14285 0.75081 -0.0548 -0.0895 -0.0082
C -4.32382 1.06717 1.81264 0.0148 -0.0239 0.0339
C -5.55701 1.71050 1.77766 -0.0619 0.0082 0.0340
C -5.94943 2.39523 0.63974 -0.0442 0.0202 -0.0280
C -5.06316 2.45850 -0.42268 0.0844 0.0121 -0.0592
S -5.35325 3.09036 -2.02209 0.0465 -0.0705 0.0350
H -2.50458 2.24233 -4.05365 0.0584 0.0615 0.0289
H -4.01502 2.99453 -4.45866 0.0008 0.0408 0.0096
H -2.52947 0.56152 0.75153 -0.2457 0.0109 -0.0321
H -4.05670 0.47238 2.67827 -0.0076 0.0119 -0.0211
H -6.23046 1.63947 2.62227 0.0115 0.0063 -0.0293
H -6.93158 2.84587 0.56953 0.0304 -0.0152 0.0114
F 0.58294 3.57026 -0.93866 -0.1171 -0.0677 0.2263
P 1.64305 4.65425 0.03779 0.1839 -0.1929 -0.1534
F 0.98747 4.00567 1.35835 -0.0810 -0.1309 0.0400
F 2.70170 3.45316 0.01272 -0.0812 0.1301 0.0196
F 2.17946 5.19400 -1.35836 0.0189 -0.0366 -0.0935
F 0.44378 5.70025 -0.00099 -0.0790 0.0418 -0.0194
F 2.58517 5.59789 0.87806 0.0934 0.1119 0.0952
```
Forces are in eV/Å.

Kohn-Sham gap (alpha / beta) = 0.2236 / 0.2265 hartree
relative energy (zero: lowest compared OMol25 entry of this formula, charge and spin) = 3.174 eV
HOMO energy (alpha / beta) = -7.5413 / -7.6451 eV
total energy = -185805.2467 eV
spin multiplicity = 3

---

# 3
A single C17H26N2O3S molecule, computed with the ωB97M-V functional and the def2-TZVPD basis.

Geometry as XYZ:
```
49
Properties=species:S:1:pos:R:3:forces:R:3
C 2.32791 -1.33875 6.42736 -0.1282 0.0431 -0.2367
C 1.66582 -1.00279 5.09479 0.1963 0.0434 0.2183
C 0.30210 -1.64593 4.95699 -0.1006 0.4032 -0.8462
S -0.42050 -1.15893 3.36655 0.1196 -0.4752 0.6849
O -1.70410 -1.79490 3.24437 0.1263 -0.2526 -0.0219
O -0.37286 0.27163 3.25561 0.3340 0.1292 -0.0636
N 0.69610 -1.82649 2.30088 -0.6208 0.4729 0.6728
C 0.31236 -3.10550 1.73756 -0.4383 -0.5398 -0.0824
C -0.66476 -2.95240 0.57226 0.1680 0.0157 -0.0233
C -0.09940 -1.99691 -0.47442 -0.1514 0.0433 0.0890
C 0.26077 -0.65663 0.17460 0.3930 -0.2009 -0.2275
C 0.93177 0.25137 -0.84653 -0.4245 -0.0948 0.4927
O 1.92602 -0.08659 -1.45833 0.3266 -0.2356 -0.2049
N 0.35034 1.45792 -0.99482 -0.1763 0.4571 0.0525
C 0.80281 2.42912 -1.97222 0.1071 -0.0373 -0.0869
C -0.14679 2.50895 -3.13925 0.0169 0.1556 0.0416
C -0.34729 1.38726 -3.93661 -0.0129 0.0263 -0.0271
C -1.22938 1.43016 -4.99731 0.0373 0.0209 0.0602
C -1.93353 2.59342 -5.29315 -0.0201 0.1050 0.0423
C -2.87912 2.62721 -6.45512 0.0236 -0.0277 -0.0136
C -1.73101 3.70945 -4.49459 -0.0780 -0.0603 -0.1155
C -0.85100 3.66775 -3.42619 0.1621 -0.1030 0.0773
C 1.24184 -0.90958 1.32666 0.0998 0.6741 -0.2155
H 3.30265 -0.86312 6.49472 0.0908 0.0149 0.0624
H 1.71717 -0.99044 7.25670 -0.0261 0.0192 0.1458
H 2.46170 -2.41340 6.52701 0.0501 -0.1194 0.0785
H 1.54402 0.07724 4.99900 0.0728 0.0032 -0.0226
H 2.29500 -1.34310 4.27052 0.0222 0.0643 0.0116
H -0.39146 -1.31294 5.72512 -0.1652 0.0176 0.0060
H 0.34877 -2.73095 4.94922 -0.0388 -0.1703 0.0187
H -0.14545 -3.68751 2.53811 0.0960 -0.2030 -0.1157
H 1.22783 -3.60712 1.40680 -0.0298 0.0080 0.0790
H -0.85706 -3.93007 0.12785 -0.0404 -0.0247 0.0134
H -1.60319 -2.55839 0.96550 -0.0295 -0.0977 -0.0473
H -0.83020 -1.83852 -1.27067 0.0473 -0.0260 -0.0537
H 0.80470 -2.41561 -0.92301 0.0053 0.0342 -0.0641
H -0.63730 -0.18998 0.59058 0.0250 0.0454 -0.0641
H -0.49545 1.66958 -0.48993 0.0596 -0.1548 0.0068
H 1.78532 2.08378 -2.30743 -0.0991 0.1464 0.0984
H 0.90646 3.40582 -1.49082 0.0440 -0.0744 -0.0839
H 0.20008 0.48193 -3.71838 0.0748 -0.1345 0.0198
H -1.37475 0.55241 -5.61086 -0.0105 -0.1041 -0.0682
H -3.40124 3.57921 -6.50659 -0.0615 0.0379 -0.0475
H -3.61496 1.82871 -6.37099 -0.0832 -0.0151 -0.0507
H -2.33504 2.47977 -7.38765 -0.0363 0.0093 -0.0962
H -2.26807 4.62304 -4.70691 -0.0693 0.0764 -0.0350
H -0.70814 4.54836 -2.81567 0.0261 0.0855 0.0799
H 1.45956 0.02240 1.84848 0.1742 -0.0106 -0.1839
H 2.17097 -1.32990 0.93023 -0.0580 0.0094 0.0461
```
Forces are in eV/Å.

Kohn-Sham gap = 0.3540 hartree
SMILES = CCCS(=O)(=O)N1CCC[C@H](C(=O)NCc2ccc(C)cc2)C1
relative energy (zero: lowest compared OMol25 entry of this formula, charge and spin) = 0.695 eV
HOMO energy = -8.8639 eV
total energy = -38009.8212 eV